(1)
The following is a quantum chemistry calculation of 2 unconnected molecules or ions with the total composition C8H17OP at a distorted geometry, from the Open Molecules 2025 dataset.

Computed properties:
SMILES string: CC(C)(C)C.CPC=C=O
electronic energy: -19904.7162 eV
lowest unoccupied orbital energy: 0.63 eV
2S+1: 1
energy relative to the best compared isomer or geometry (same formula, charge and spin): 60.6 kcal per mole
gap between HOMO and LUMO: 9.4 eV

Each line ends with the natural charge from an NBO analysis.
Geometry (Å):
H: -2.8403 3.7961 0.4374  0.23
H: 0.5133 -3.2957 1.4245  0.19
H: -0.8062 -0.1147 0.7278  0.21
H: 0.9946 -1.5696 -1.7606  0.19
H: -1.2960 3.1839 0.9959  0.24
H: -0.8753 -2.1787 1.5019  0.21
H: 2.6394 -0.6419 1.5676  0.21
H: -2.9856 2.7019 -1.9768  -0.06
C: 2.4482 -1.3499 0.8318  -0.59
H: 0.9210 0.6539 1.2224  0.20
C: -0.1165 2.3733 -2.2258  0.72
C: -1.9731 3.3941 0.0564  -0.94
C: 0.3830 -2.0228 -0.8827  -0.60
H: -1.3212 4.1597 -0.4003  0.23
C: -0.9437 1.4366 -1.9407  -0.85
C: 0.3566 0.0072 0.4483  -0.61
H: 0.5786 0.3875 -0.5441  0.22
C: 0.2340 -2.1377 1.5409  -0.61
H: -0.5962 -1.6772 -1.0527  0.21
H: 2.9716 -1.0998 -0.0495  0.20
O: 0.8065 3.0668 -2.4413  -0.46
H: 0.3263 -3.0485 -1.0468  0.21
H: 2.7773 -2.3069 1.1542  0.21
H: 0.5434 -1.8813 2.6473  0.21
H: -1.2591 0.7283 -2.6880  0.29
C: 0.9743 -1.3967 0.3953  -0.07
P: -2.4386 1.9501 -0.9885  0.62

***

(2)
The following is a quantum chemistry calculation of a molecular structure, C2H6N2O at a distorted geometry, from the Open Molecules 2025 dataset.

Computed properties:
electronic energy: -7195.4351 eV
lowest unoccupied orbital energy: -0.38 eV
2S+1: 1
energy relative to the best compared isomer or geometry (same formula, charge and spin): 100.4 kcal per mole
gap between HOMO and LUMO: 8.7 eV

Each line ends with the natural charge from an NBO analysis.
Geometry (Å):
H: 0.7577 -0.8796 -0.8869  0.43
O: -0.4621 -0.7932 -1.3423  -0.73
N: 0.8764 0.5227 0.6469  -0.03
C: -0.9596 0.1638 -0.5534  -0.04
H: -0.2914 1.1619 -0.7157  0.13
H: 2.4848 0.0156 -0.2384  0.36
H: -2.0213 0.4069 -0.6715  0.21
H: -0.9709 0.7330 1.5838  0.21
H: -0.5060 -1.0031 1.2447  0.21
C: -0.4818 0.0350 0.9067  -0.33
N: 1.5741 -0.3629 0.0262  -0.43

***

(3)
The following is a quantum chemistry calculation of C15H16N2O2 in the gas phase at a distorted geometry, from the Open Molecules 2025 dataset.

Computed properties:
SMILES string: O[C@H]1N[C@@H](O)C(c2ccccc2)(c2ccccc2)N1
electronic energy: -22888.8596 eV
lowest unoccupied orbital energy: 0.79 eV
2S+1: 1
energy relative to the best compared isomer or geometry (same formula, charge and spin): 44.3 kcal per mole
gap between HOMO and LUMO: 9.7 eV

Each line ends with the natural charge from an NBO analysis.
Geometry (Å):
C: -2.0115 -2.9576 0.2976  -0.20
H: -1.2556 0.4215 2.0055  0.23
H: -1.3723 4.3736 -0.2283  0.21
H: -2.7356 -1.1681 3.0662  0.21
H: 0.8492 0.9783 -2.2474  0.17
C: 0.3580 -0.0178 -0.3292  0.00
C: 0.2791 4.1000 1.1683  -0.22
C: -0.6441 2.3432 -0.2514  -0.22
C: 0.4971 -0.0020 -1.8948  0.25
C: -0.7463 -0.8960 0.2890  0.06
H: 0.9532 -1.9099 -2.1872  0.37
O: 2.6773 -2.4447 -0.9816  -0.72
O: -0.5883 -0.3977 -2.6895  -0.73
C: -2.2789 -1.4154 2.1213  -0.21
N: 1.4388 -1.0446 -2.2147  -0.66
H: 1.3006 -1.6256 0.4794  0.40
N: 1.5667 -0.7631 0.0303  -0.65
H: -3.3809 -3.2322 2.0074  0.22
C: -2.6495 -2.5993 1.4990  -0.21
C: 1.1715 3.1798 1.7216  -0.23
C: 2.3690 -1.0816 -1.1184  0.38
H: 0.1906 5.1255 1.4750  0.21
C: -1.0412 -2.1155 -0.2830  -0.22
C: 1.1918 1.8658 1.2508  -0.15
H: -0.5374 -2.4475 -1.1798  0.21
C: -1.3866 -0.5429 1.5028  -0.23
H: 3.2366 -0.4194 -1.2572  0.16
H: 1.8669 3.4737 2.4876  0.21
C: 0.3013 1.4069 0.2305  -0.04
H: 3.0632 -2.7466 -1.8119  0.48
C: -0.6370 3.6684 0.1967  -0.21
H: -0.3444 -0.3819 -3.6271  0.49
H: -1.3367 2.0034 -1.0487  0.22
H: 1.8976 1.1562 1.7077  0.22
H: -2.2621 -3.8868 -0.1863  0.21

***

(4)
The following is a quantum chemistry calculation of a molecular structure, C32H31FN3PRuSbSe4 at a distorted geometry, from the Open Molecules 2025 dataset.

Computed properties:
electronic energy: -320663.8646 eV
lowest unoccupied orbital energy (spin up / spin down): -0.34 / -2.39 eV
2S+1: 6
gap between HOMO and LUMO (spin up / spin down): 5.2 / 5.2 eV

Each line ends with the Mulliken spin population.
Geometry (Å):
Se: 4.5801 -2.0344 -4.3885  1.25
H: -1.0443 -0.7759 -3.6499  0.02
H: 1.0909 4.2314 -2.0785  0.00
N: -2.3618 -0.2235 -2.1029  0.01
C: -0.8397 -3.1866 0.4388  -0.16
C: -2.4338 0.1517 4.2756  0.00
H: 2.4772 -2.1570 -0.5564  0.01
H: -1.2217 0.9484 -3.3800  0.00
C: -3.1359 -1.4879 -2.0581  0.01
Sb: 2.4556 -0.7419 -4.1173  -0.03
H: 2.6236 -4.3431 0.4494  0.00
C: 3.8888 1.4276 0.6029  0.00
H: -0.1327 -2.9344 1.2170  0.02
H: -2.6886 0.1776 5.3511  0.00
H: 4.1974 0.3788 0.4450  0.00
H: -2.5212 2.2372 0.5277  0.01
C: 2.5284 1.6782 0.7759  0.02
C: 0.1722 3.7904 -1.7011  -0.03
C: -1.7362 2.6254 -0.0741  0.00
C: -1.8165 3.9796 -0.4007  -0.01
C: 2.4300 -1.1130 1.3131  -0.02
H: -0.5585 1.1031 4.5678  0.00
C: 0.1724 2.4146 -1.5347  -0.05
C: -1.1700 0.5790 3.9143  0.00
H: 5.8894 2.3054 0.2966  0.00
H: 1.0212 1.8310 -1.9708  0.02
C: -0.7412 0.4213 2.5742  0.00
C: -2.8333 -0.3950 1.9727  -0.01
C: 3.0020 3.9982 0.7758  0.00
H: -2.6245 4.6118 -0.0755  0.00
C: -1.7279 0.0099 -3.4048  -0.02
H: -2.5194 -0.0074 -4.1917  0.00
C: 2.6030 -2.2428 0.5188  -0.02
H: -3.3323 -1.9369 -3.0589  0.00
C: -1.2343 -4.4997 0.2761  0.00
C: 2.7437 -1.1540 2.6584  0.00
C: -2.8805 -3.8649 -1.2900  -0.02
H: -3.7736 -4.0531 -1.9002  0.00
Se: 1.0853 -1.2388 -2.0769  0.30
C: -2.2617 -4.8948 -0.5972  0.02
C: -1.3880 -2.1852 -0.3427  0.01
C: -0.8426 4.5949 -1.2166  0.03
H: 2.7994 -4.5610 2.9952  0.00
H: 2.7870 -0.2786 3.2626  0.00
H: -4.2504 0.5203 -2.7214  0.00
Se: 3.2814 1.5390 -4.5937  1.11
H: 1.0981 0.8291 3.0952  0.00
C: 2.9400 -2.4208 3.2669  0.00
H: -3.8022 0.9841 -0.9978  0.00
Se: 1.1158 -1.4750 -6.0998  1.14
H: 2.6271 5.0388 0.7499  0.00
C: 4.3370 3.7812 0.4882  0.00
N: -1.5748 -0.0532 1.6046  -0.03
C: 4.8078 2.4702 0.4421  0.00
H: -4.0844 -1.2738 -1.5454  0.00
C: -3.3211 -0.3436 3.2661  0.00
H: -3.4913 -0.7374 1.1755  0.00
N: 0.5555 0.6262 2.2521  0.02
C: 2.0750 3.0033 0.9003  0.00
H: -0.7325 -5.2870 0.8704  0.00
H: 3.1276 -2.4491 4.3504  0.00
C: 2.8128 -3.5759 2.5569  0.00
C: -2.4387 -2.5722 -1.2165  0.02
C: -0.7520 1.8121 -0.6639  0.02
C: 2.6681 -3.4704 1.1015  0.00
H: -4.3731 -0.6124 3.4091  0.00
P: 1.3531 0.2684 0.7837  -0.05
H: 5.0697 4.6182 0.4852  0.00
H: 1.0338 3.2530 1.0606  0.00
H: -2.5831 -5.9237 -0.7194  0.00
C: -3.4389 0.8312 -2.0310  -0.01
H: -3.0945 1.7699 -2.4086  0.00
Ru: -0.7359 -0.2357 -0.3569  1.41
F: -0.9571 5.8993 -1.5458  0.00

***

(5)
The following is a quantum chemistry calculation of C2H4N2OS in the gas phase at a distorted geometry, from the Open Molecules 2025 dataset.

Computed properties:
electronic energy: -17998.8260 eV
lowest unoccupied orbital energy: 0.10 eV
2S+1: 1
energy relative to the best compared isomer or geometry (same formula, charge and spin): 88.4 kcal per mole
gap between HOMO and LUMO: 9.3 eV

Each line ends with the natural charge from an NBO analysis.
Geometry (Å):
S: -0.9849 -1.0959 0.7917  1.24
N: -0.9052 0.5870 1.3663  -0.28
H: 1.3072 -0.9321 0.5067  0.21
C: 0.5823 -0.7032 -0.1416  -0.61
H: 0.6901 -1.2531 -1.0464  0.25
N: -0.2449 1.3647 0.7487  -0.04
H: -0.1414 0.9670 -1.1873  0.24
H: 1.3201 1.3445 -0.3826  0.22
C: 0.4764 0.7834 -0.3748  -0.31
O: -2.0997 -1.0623 -0.2807  -0.92

***

(6)
The following is a quantum chemistry calculation of C5H7NO2 in the gas phase at a distorted geometry, from the Open Molecules 2025 dataset.

Computed properties:
SMILES string: C[C@@H]1NCC(=O)C1=O
electronic energy: -10880.6824 eV
lowest unoccupied orbital energy: -0.34 eV
2S+1: 1
energy relative to the best compared isomer or geometry (same formula, charge and spin): 67.7 kcal per mole
gap between HOMO and LUMO: 8.8 eV

Each line ends with the natural charge from an NBO analysis.
Geometry (Å):
C: 0.8432 -1.1533 0.6703  0.51
H: -0.7675 1.1521 1.2405  0.21
H: 1.7871 0.5828 -0.3560  0.20
N: 0.0135 0.4688 -1.3947  -0.62
C: 0.7240 0.4534 -0.1453  -0.12
H: 0.2579 2.4384 0.5325  0.21
H: -0.5583 1.2995 -1.5036  0.37
O: 1.7973 -1.7246 1.0798  -0.46
H: -0.6537 -1.4247 -1.9457  0.21
O: -1.3976 -2.0948 0.9700  -0.47
H: -1.8525 -0.4891 -1.0199  0.21
C: 0.2421 1.4189 0.9228  -0.64
C: -0.7865 -0.7074 -1.1350  -0.33
C: -0.5481 -1.5970 0.2955  0.48
H: 0.8989 1.3772 1.7890  0.23

***

M? In order: 160.2; 74.1; 256.3; 1046.3; 104.1; 113.1 g mol⁻¹.